Entry 1:
ORCA calculation (ωB97M-V/def2-TZVPD) on a molecular structure, C12H46LiN12O20 at a distorted geometry.

The calculation puts the HOMO-LUMO gap at 6.7 eV. For the HOMO energy, the calculation gives -5.9330 eV. The largest force on an atom comes out at 3.91 eV/Å. As for the spin multiplicity: 1. The total charge is -1.

Each line ends with the Löwdin charge.
CARTESIAN COORDINATES (ANGSTROEM)
Li -23.46 -7.05 5.37  0.730
C -23.06 -3.51 6.89  -0.041
C -24.02 -2.53 7.04  -0.319
C -25.52 -2.82 6.89  -0.330
O -26.44 -2.00 7.17  -0.027
C -25.89 -4.04 6.36  -0.033
C -24.94 -5.11 6.24  -0.280
C -23.42 -4.86 6.66  -0.310
O -22.62 -5.83 6.56  -0.135
O -25.26 -6.29 5.90  -0.116
O -23.59 -1.40 7.41  0.012
H -22.00 -3.33 7.03  0.121
H -26.93 -4.32 6.37  0.083
C -19.44 -4.86 8.49  -0.668
O -19.62 -3.66 8.71  0.029
N -18.20 -5.42 8.44  0.141
N -20.39 -5.72 8.16  0.187
H -17.95 -6.18 7.85  0.092
H -17.65 -4.57 8.56  0.110
H -21.35 -5.41 8.13  0.085
H -20.14 -6.66 7.92  0.099
C -25.62 -6.89 9.80  -0.683
O -25.46 -8.00 9.33  0.022
N -26.44 -5.92 9.37  0.168
N -24.83 -6.27 10.76  0.139
H -26.61 -5.14 9.99  0.069
H -27.00 -6.09 8.55  0.062
H -25.05 -5.37 11.14  0.050
H -24.31 -6.97 11.27  0.091
C -26.42 -2.49 11.16  -0.687
O -25.56 -3.36 11.01  0.016
N -27.05 -2.23 12.31  0.169
N -26.88 -1.78 10.12  0.172
H -26.69 -2.75 13.09  0.115
H -27.92 -1.72 12.39  0.106
H -27.59 -1.14 10.45  0.112
H -26.41 -1.65 9.23  0.091
C -26.16 -5.73 1.37  -0.684
O -25.22 -5.04 0.99  0.032
N -27.38 -5.87 0.82  0.153
N -26.05 -6.59 2.43  0.136
H -27.55 -5.34 -0.02  0.108
H -28.06 -6.47 1.25  0.090
H -26.70 -7.33 2.64  0.084
H -25.33 -6.45 3.11  0.078
C -27.41 1.49 6.75  -0.710
O -28.28 2.21 7.26  -0.025
N -27.50 1.06 5.47  0.161
N -26.30 1.08 7.39  0.166
H -26.58 0.81 5.14  0.090
H -28.15 1.40 4.79  0.100
H -26.03 0.12 7.20  0.060
H -26.16 1.45 8.31  0.107
C -28.98 -6.77 5.65  -0.698
O -30.17 -6.91 5.86  0.022
N -28.00 -6.83 6.54  0.161
N -28.51 -6.25 4.48  0.153
H -28.12 -7.50 7.29  0.120
H -27.08 -6.93 6.11  0.064
H -27.56 -5.91 4.50  0.059
H -29.07 -5.85 3.75  0.101
O -20.17 -0.37 8.77  -0.057
H -20.35 -0.05 9.65  0.029
H -20.99 -0.22 8.29  0.029
O -28.04 -3.16 4.55  -0.084
H -27.43 -2.92 5.26  -0.008
H -28.89 -3.32 4.98  0.008
O -22.78 -8.75 6.40  -0.069
H -22.09 -8.40 6.98  0.046
H -22.33 -9.41 5.87  0.055
O -21.76 -2.64 9.97  -0.067
H -20.96 -3.01 9.57  -0.001
H -22.35 -2.47 9.23  0.014
O -21.60 -2.45 4.58  -0.054
H -22.21 -2.73 5.28  -0.021
H -21.60 -3.17 3.95  0.029
O -22.95 -0.50 11.00  -0.082
H -23.86 -0.77 10.91  0.000
H -22.44 -1.24 10.60  -0.030
O -23.73 0.91 5.36  -0.064
H -22.84 1.20 5.15  0.029
H -23.61 0.04 5.76  -0.003
O -28.53 -3.87 8.71  -0.046
H -27.91 -3.33 9.23  0.005
H -27.99 -4.23 8.00  0.004
O -25.48 -2.37 3.32  -0.051
H -25.88 -3.03 3.89  -0.015
H -26.23 -1.96 2.87  0.030
O -29.97 -2.92 6.59  -0.055
H -29.32 -2.74 7.28  0.010
H -30.42 -2.08 6.45  0.052



Entry 2:
ORCA calculation (ωB97M-V/def2-TZVPD) on 11 unconnected molecules or ions with the total composition C12H46N4O11 at a distorted geometry.

The calculation puts the HOMO-LUMO gap at 8.6 eV. For the HOMO energy, the calculation gives -8.8045 eV. Its SMILES is NC(N)=O.NC(N)=O.CCO.CO.CO.CO.CO.CO.CO.CO.CO. The largest force on an atom comes out at 7.76 eV/Å. As for the spin multiplicity: 1. As for the energy relative to the best compared isomer or geometry (same formula, charge and spin): 0.415 eV.

Each line ends with the Löwdin charge.
CARTESIAN COORDINATES (ANGSTROEM)
N -0.42 1.96 2.69  0.166
C -1.43 1.87 1.90  -0.646
N -2.18 2.93 1.86  0.146
O -1.85 0.68 1.33  -0.126
H 0.24 1.14 2.62  0.095
H -0.06 2.86 3.12  0.141
H -3.13 2.91 1.43  0.132
H -1.91 3.86 2.44  0.188
N -0.54 -0.78 -0.65  0.159
C 0.58 -0.27 -1.16  -0.518
N 1.49 0.06 -0.25  0.162
O 0.84 -0.07 -2.56  -0.157
H -1.34 -0.86 -1.27  0.089
H -0.82 -0.61 0.30  0.046
H 2.36 0.65 -0.55  0.110
H 1.30 -0.01 0.73  0.040
C -2.58 1.76 -1.84  -0.067
C -4.07 2.15 -1.62  -0.267
O -4.69 1.25 -0.67  -0.112
H -2.02 2.56 -2.30  0.075
H -2.64 0.87 -2.44  0.060
H -2.08 1.48 -0.93  0.023
H -4.65 2.05 -2.52  0.101
H -4.12 3.18 -1.23  0.102
H -5.66 1.38 -0.75  0.088
C -2.31 -3.10 1.64  -0.211
O -3.00 -2.32 2.53  -0.109
H -2.87 -3.92 1.19  0.085
H -1.20 -3.30 1.83  0.101
H -2.33 -2.46 0.80  0.030
H -3.74 -1.87 2.08  0.099
C 4.60 0.32 -1.96  -0.120
O 4.13 1.02 -0.86  -0.164
H 5.20 1.15 -2.46  0.117
H 3.74 -0.01 -2.48  0.066
H 5.14 -0.51 -1.55  0.078
H 4.86 1.25 -0.33  0.062
C 3.34 -2.83 -0.33  -0.158
O 3.84 -1.75 0.42  -0.120
H 2.82 -3.60 0.27  0.079
H 4.14 -3.41 -0.79  0.082
H 2.61 -2.56 -1.04  0.043
H 3.19 -1.07 0.42  0.003
C 3.30 2.58 1.85  -0.143
O 2.75 2.51 3.14  -0.095
H 3.86 3.44 1.69  0.067
H 2.68 2.49 0.98  0.046
H 3.99 1.71 1.84  0.094
H 2.35 3.33 3.40  0.058
C 0.28 -3.48 -2.19  -0.148
O 0.37 -3.47 -0.76  -0.183
H 0.80 -4.37 -2.62  0.086
H 0.78 -2.68 -2.65  0.035
H -0.82 -3.52 -2.41  0.089
H 0.24 -2.51 -0.56  0.026
C 0.57 3.28 -1.06  -0.151
O 0.69 4.47 -0.35  -0.092
H -0.33 2.86 -0.65  0.052
H 1.41 2.60 -0.92  0.057
H 0.38 3.51 -2.10  0.094
H 0.85 4.30 0.54  0.018
C -4.23 -2.55 -1.67  -0.154
O -3.31 -1.54 -1.93  -0.123
H -5.14 -2.51 -2.33  0.100
H -4.51 -2.55 -0.55  0.104
H -3.69 -3.41 -1.77  0.039
H -3.57 -0.92 -1.27  0.031
C 0.99 -1.54 2.52  -0.086
O 1.46 -0.21 2.40  -0.185
H 0.15 -1.69 1.83  0.059
H 0.69 -1.76 3.52  0.084
H 1.90 -2.18 2.24  0.114
H 2.35 -0.26 2.78  0.113



Entry 3:
ORCA calculation (ωB97M-V/def2-TZVPD) on 11 unconnected molecules or ions with the total composition C12H46N8O11 at a distorted geometry.

The calculation puts the HOMO-LUMO gap at 7.2 eV. For the HOMO energy, the calculation gives -7.9117 eV. Its SMILES is NC(N)=O.NC(N)=O.NC(N)=O.NC(N)=O.CCO.CO.CO.CO.CO.CO.CO. The largest force on an atom comes out at 8.37 eV/Å. As for the spin multiplicity: 1. As for the energy relative to the best compared isomer or geometry (same formula, charge and spin): 1.239 eV.

Each line ends with the Löwdin charge.
CARTESIAN COORDINATES (ANGSTROEM)
N 3.92 -1.15 1.42  0.075
C 4.28 -1.19 0.12  -0.601
N 3.75 -2.17 -0.54  0.182
O 5.19 -0.27 -0.40  -0.136
H 4.46 -0.45 2.04  0.166
H 3.28 -1.95 1.73  0.048
H 4.04 -2.32 -1.50  0.130
H 3.13 -2.87 -0.11  0.050
N 1.70 0.41 1.75  0.176
C 1.60 1.56 2.29  -0.652
N 2.50 1.79 3.19  0.154
O 0.49 2.35 1.98  -0.108
H 0.92 0.21 1.06  0.098
H 2.57 -0.19 1.62  0.055
H 2.49 2.80 3.48  0.142
H 3.46 1.37 3.19  0.127
N -3.87 1.08 2.37  0.146
C -2.60 0.88 2.16  -0.581
N -2.36 0.92 0.85  0.167
O -1.55 0.91 3.11  -0.142
H -4.06 0.97 3.34  0.100
H -4.60 0.87 1.67  0.133
H -1.44 0.60 0.49  0.058
H -3.10 0.77 0.14  0.089
N 2.12 -4.08 0.50  0.143
C 1.51 -3.24 1.30  -0.531
N 2.27 -3.04 2.34  0.138
O 0.30 -2.67 0.96  -0.052
H 1.71 -4.28 -0.40  0.079
H 2.60 -4.90 0.85  0.144
H 1.86 -2.41 3.03  0.156
H 2.93 -3.76 2.76  0.192
C 1.34 0.30 -1.88  -0.056
C 0.01 0.56 -1.27  -0.262
O -0.20 -0.30 -0.15  -0.129
H 1.73 1.01 -2.54  0.070
H 1.27 -0.57 -2.50  0.062
H 2.06 0.09 -1.11  0.055
H -0.63 0.50 -2.10  0.097
H 0.00 1.58 -0.94  0.111
H -0.14 -1.21 -0.37  0.019
C 2.95 3.52 -0.32  -0.136
O 1.53 3.64 -0.16  -0.160
H 3.28 2.44 -0.11  0.098
H 3.53 4.29 0.16  0.063
H 3.10 3.67 -1.37  0.066
H 1.36 3.06 0.60  0.009
C -3.15 -2.60 2.25  -0.162
O -2.73 -2.41 0.98  -0.109
H -3.06 -1.70 2.89  0.077
H -2.45 -3.37 2.68  0.102
H -4.15 -2.98 2.21  0.076
H -1.80 -2.45 0.99  0.019
C 0.09 -3.42 -2.07  -0.135
O 1.02 -4.48 -2.08  -0.089
H -0.80 -3.64 -1.61  0.049
H -0.05 -2.91 -3.08  0.127
H 0.41 -2.68 -1.38  0.033
H 0.65 -5.14 -2.62  0.073
C -0.94 6.13 -1.24  -0.144
O -0.83 4.71 -1.43  -0.149
H 0.08 6.58 -1.07  0.094
H -1.50 6.38 -0.33  0.069
H -1.48 6.54 -2.03  0.044
H 0.01 4.37 -1.10  0.027
C -3.51 2.37 -2.26  -0.172
O -4.36 3.12 -1.41  -0.122
H -4.17 1.97 -3.07  0.086
H -3.13 1.48 -1.78  0.032
H -2.69 2.95 -2.74  0.083
H -3.86 3.29 -0.61  0.067
C -3.10 -2.00 -2.48  -0.121
O -2.61 -1.10 -1.47  -0.149
H -2.56 -1.95 -3.42  0.075
H -4.14 -1.71 -2.61  0.084
H -2.90 -2.99 -2.13  0.060
H -2.96 -1.48 -0.67  0.028